Entry 1:
Below is the molecule C21H25ClN2O4S, with properties calculated with wB97M-V/def2-TZVPD.

The geometry in XYZ format:
```
54
Properties=species:S:1:pos:R:3:forces:R:3:lowdin_charge:R:1
Cl -6.4813 1.7016 -0.4701 -0.2858 0.1002 0.0338 0.70
S -1.7575 0.8638 1.8855 0.1518 -0.0857 0.2470 0.76
O 0.8056 2.5466 -0.8150 -0.2456 0.0209 -0.1466 0.08
O -2.6155 0.5923 3.0007 -0.2629 -0.1043 -0.0390 -0.26
O 1.4150 2.7057 1.3258 -0.0970 0.0628 0.6068 0.10
O -1.1127 2.1544 1.8899 -0.0304 0.1370 -0.0375 -0.28
N -0.4966 -0.2784 1.8711 -0.7308 0.7677 -0.3531 -0.21
N -0.3417 -0.4082 -2.2373 -0.3594 0.1609 0.0820 -0.02
C 0.1601 -0.2708 3.1652 0.0548 0.2390 0.4560 -0.08
C -1.2298 -2.7175 -0.7702 0.0055 -0.0260 0.1201 -0.02
C -4.0357 1.1584 0.5134 -0.1772 -0.0044 0.1184 -0.07
C -2.7278 0.7331 0.3833 0.3985 -0.1436 0.1740 -0.18
C 3.9624 1.6880 0.4497 0.1476 -0.0552 -0.1692 -0.19
C -0.8934 -2.7069 1.9804 -0.0214 0.1596 0.0777 -0.01
C -4.8494 1.1745 -0.6091 0.4465 -0.1015 -0.0016 -0.66
C 2.6860 -0.3340 -0.5578 0.2293 0.0662 -0.2479 -0.19
C -4.3550 0.7632 -1.8395 -0.0986 0.0655 0.2097 -0.07
C -3.0454 0.3327 -1.9432 0.1835 0.0728 0.1884 0.00
C 3.1443 2.7698 -0.2669 -0.0629 -0.1047 0.2231 -0.09
C -0.7841 -1.5173 1.2689 -0.1276 -0.6824 -0.6096 -0.22
C -1.1679 -3.8897 1.3163 0.0273 -0.0545 0.0484 -0.07
C -2.2051 0.3247 -0.8344 0.0113 0.1741 -0.2314 -0.13
C 4.0358 0.3505 -0.2892 -0.1115 0.0264 0.2896 -0.20
C -1.3462 -3.8975 -0.0562 -0.0323 0.0157 -0.0292 -0.07
C 1.6645 2.6571 0.0280 0.2098 0.1106 -0.4062 -0.55
C 0.9844 -0.9862 -2.3833 0.2803 0.1435 -0.2283 -0.20
C -0.8068 -0.2260 -0.8747 0.1653 -0.0452 0.0010 -0.26
C 2.1749 -0.0951 -1.9807 -0.2009 -0.2696 0.1210 -0.18
C -0.9246 -1.5325 -0.1213 0.2809 -0.0867 0.0128 -0.12
H -0.1645 0.4539 -0.2927 -0.0829 -0.1397 -0.2062 0.12
H -2.6568 -0.0110 -2.8881 0.0291 -0.0438 -0.0865 0.12
H -1.5752 -4.8190 -0.5689 -0.0215 -0.0914 -0.0454 0.10
H 3.3051 2.7338 -1.3442 -0.0963 0.0604 0.0230 0.12
H 0.4463 2.6096 1.5201 0.2759 -0.0321 -0.3490 0.07
H -1.3616 -2.7010 -1.8407 0.0078 0.0015 -0.1449 0.12
H 1.8837 0.9481 -2.1056 0.0727 0.0403 -0.1019 0.09
H 3.5414 1.5377 1.4453 0.0925 0.0201 0.0375 0.11
H -4.9975 0.7751 -2.7060 -0.0761 0.0004 -0.0599 0.11
H 1.0134 -1.9214 -1.8196 0.0471 -0.0300 -0.1103 0.11
H -0.7765 -2.7092 3.0521 0.0120 0.0099 0.1355 0.11
H 0.5066 0.7462 3.3424 0.1396 -0.0787 0.1436 0.09
H 4.9844 2.0534 0.5752 -0.0360 0.0140 0.0792 0.11
H 1.0129 -0.9466 3.1311 -0.0261 0.0413 -0.0748 0.11
H -1.2548 -4.8067 1.8796 0.0003 -0.0715 0.0518 0.10
H -0.3474 0.5038 -2.6863 -0.0298 -0.0598 0.0085 0.13
H 4.5571 0.4978 -1.2380 0.0702 -0.0431 -0.0368 0.11
H -0.5190 -0.5543 3.9743 0.1088 -0.0750 0.0188 0.09
H 4.6563 -0.3139 0.3170 0.0649 0.0015 -0.0644 0.11
H 2.8043 -1.4123 -0.4198 -0.0598 -0.0057 0.0393 0.11
H 3.4569 3.7495 0.1008 -0.0176 0.0260 -0.0446 0.13
H -4.3965 1.4599 1.4835 -0.1890 0.0421 0.0498 0.12
H 2.9972 -0.2973 -2.6718 0.0367 0.0094 -0.0073 0.11
H 1.9529 0.0020 0.1769 -0.1381 -0.0574 0.1288 0.10
H 1.0749 -1.2342 -3.4456 0.0673 -0.0974 0.1057 0.12
```
Positions in Å, forces in eV/Å.

Values from the calculation:
E_LUMO (Ha): 0.0148
SMILES string: CN1c2ccccc2[C@@H](NCCCCCCC(=O)O)c2ccc(Cl)cc2S1(=O)=O
Charge: 0
HOMO-LUMO gap (eV): 9.22
Multiplicity: 1

Entry 2:
Below is a structure of composition C28H37BrClIN4O2S5SbSiV, with properties calculated with wB97M-V/def2-TZVPD.

The geometry in XYZ format:
```
82
Properties=species:S:1:pos:R:3:forces:R:3:mulliken_spin:R:1
I -3.3496 -2.5902 2.7406 0.0627 -0.0474 0.1049 0.00
Sb 1.7853 -0.3008 -3.4788 0.0014 -0.0670 0.0300 0.01
Br -2.7131 1.0546 -0.8107 -0.0403 0.2182 0.1276 0.03
V 0.3048 -0.1587 -0.2114 0.3674 -0.0701 0.0893 2.87
Cl 1.2534 -5.6902 4.0246 -0.0176 0.0485 -0.0316 0.00
S 0.6916 1.6800 -4.3363 -0.0753 -0.0031 0.0554 0.01
S 0.2550 2.7333 -2.4278 0.2941 0.0801 -0.0390 0.00
S 3.0000 2.0642 3.0147 -0.0290 -0.0076 -0.0113 0.00
S 2.3340 1.0429 -1.4726 0.1575 -0.1087 -0.2694 0.00
S 0.0911 -1.4690 -2.3781 0.0745 -0.1199 0.0897 -0.02
Si -4.4728 0.4038 -2.0475 0.0205 -0.0710 -0.0267 0.02
O -1.0525 -1.2343 0.9492 -0.1058 0.0077 -0.0998 -0.09
O 1.2070 3.8678 -2.4296 -0.1949 -0.2090 -0.0174 0.00
N 0.7821 1.4336 1.7869 -0.1720 -0.4177 0.0988 0.03
N 0.7097 1.6197 -1.3578 -0.1937 0.3519 0.0553 0.04
N 1.5230 -1.7495 0.6885 -0.2563 0.0426 0.2222 -0.03
N 2.0575 3.0974 0.7315 0.1185 0.1619 0.2776 0.00
C -5.9229 1.5574 -1.5051 -0.0288 -0.0028 -0.0089 0.00
C -0.7558 -4.0810 3.2152 -0.0238 0.0501 -0.0299 -0.01
C -5.6811 -2.1322 -2.5857 -0.0045 0.0049 0.0696 0.00
C -6.0179 1.7038 0.0229 -0.0080 -0.0523 -0.0252 0.00
C -1.3342 -3.0310 2.4834 -0.0440 -0.0586 0.0905 0.02
C -0.5970 -2.2258 1.6217 0.2241 0.0253 -0.0788 -0.05
C -4.7472 -1.4344 -1.5820 -0.0653 -0.0462 -0.0292 0.00
C 0.8131 -2.5453 1.5359 -0.0455 0.0109 -0.2035 0.05
C 3.4689 -3.0349 1.1651 0.0321 0.0749 -0.0776 -0.02
C 0.5737 -4.3667 3.1040 0.0341 -0.0477 0.0377 0.01
C -5.1464 0.5979 -4.8185 0.0702 -0.0423 -0.0022 0.00
C 1.0402 -0.4658 5.5043 -0.0104 0.0128 -0.0251 0.00
C -0.2827 0.0340 3.5391 0.0111 -0.0238 0.0011 -0.03
C -3.2196 2.0030 -4.0670 -0.0760 0.0598 -0.0282 0.00
C -3.4126 -2.1990 -1.5221 -0.0160 -0.0131 -0.0667 -0.01
C -0.1383 -0.5856 4.7688 0.0149 -0.0054 0.0128 0.00
C -5.3786 -1.5591 -0.1889 -0.0243 0.0224 -0.0720 0.00
C -5.7239 2.9801 -2.0492 -0.0285 -0.0286 0.0095 0.00
C -7.2724 1.0282 -2.0218 0.0452 0.0645 0.0055 0.00
C 0.7772 0.7713 3.0230 -0.0138 0.0893 -0.0711 0.03
C 2.7836 -3.8283 2.0382 -0.0839 -0.0362 0.0392 0.03
C 2.7969 -1.9934 0.4994 0.0933 -0.0075 0.0867 0.08
C -3.9369 0.6596 -3.8688 -0.0263 -0.0359 -0.0755 0.00
C 1.8280 2.2016 1.7043 0.1944 0.1207 -0.2010 0.01
C -2.9238 -0.4162 -4.2994 -0.0168 0.1245 0.0248 -0.01
C 2.0824 0.3164 5.0315 -0.0132 -0.0010 -0.0080 0.00
C 1.4038 -3.6062 2.2471 0.0884 0.0180 -0.0170 -0.02
C 1.9273 0.9395 3.8028 0.0225 -0.0104 0.0456 -0.01
H -2.5788 -0.1765 -5.3114 0.0160 0.0133 -0.0038 0.00
H -5.2527 -2.1875 -3.5844 0.0628 -0.0031 -0.0645 0.00
H -3.8027 2.8651 -3.7472 0.0193 -0.0228 -0.0280 0.00
H -2.8777 -2.2150 -2.4713 -0.0345 -0.0011 0.0942 0.00
H -5.1050 2.1248 0.4420 0.0351 0.0120 0.0035 0.00
H -8.0615 1.7433 -1.7629 -0.0031 0.0081 0.0048 0.00
H -5.7671 3.0296 -3.1360 -0.0226 -0.0238 -0.0306 0.00
H -2.9974 2.1254 -5.1326 0.0168 -0.0049 -0.0063 0.00
H -2.0410 -0.4346 -3.6533 -0.1015 -0.0155 -0.0597 0.01
H -3.6255 -3.2366 -1.2392 -0.0021 -0.0184 -0.0032 0.00
H 2.9877 0.4470 5.6100 0.0016 0.0000 0.0082 0.00
H -2.2713 2.0196 -3.5365 0.0371 0.0095 0.0321 0.00
H 4.5226 -3.1928 0.9794 -0.0048 0.0138 -0.0112 0.00
H 3.2784 -4.6325 2.5661 -0.0103 0.0018 0.0052 0.00
H -6.8420 2.3882 0.2540 -0.0100 0.0117 0.0089 0.00
H -3.3523 -1.4165 -4.3313 -0.0539 -0.0481 0.0014 0.00
H -5.4113 -2.6179 0.0874 0.0009 -0.0126 0.0012 0.00
H -4.7824 -1.0479 0.5666 -0.0097 0.0413 -0.0032 0.00
H 1.4906 3.0466 -0.1059 -0.1587 -0.0337 -0.0347 0.00
H -6.6547 -1.6419 -2.6625 0.0121 -0.0141 -0.0096 0.00
H 2.9856 3.4627 0.6136 0.0075 -0.0086 0.0093 0.00
H -6.2176 0.7641 0.5325 0.0055 0.0207 -0.0052 0.00
H -5.8374 1.4281 -4.6746 -0.0157 0.0680 0.0252 0.00
H -0.9589 -1.1767 5.1567 0.0101 -0.0007 0.0018 0.00
H -7.5392 0.0742 -1.5697 -0.0046 -0.0544 0.0442 0.00
H -1.1936 -0.0561 2.9658 -0.0311 0.0050 -0.0181 0.00
H -6.5236 3.6196 -1.6592 -0.0129 0.0128 0.0029 0.00
H -7.2876 0.9021 -3.1052 0.0004 -0.0028 -0.0046 0.00
H 1.1375 -0.9696 6.4569 0.0002 -0.0061 0.0088 0.00
H -5.8570 -3.1602 -2.2503 0.0002 -0.0106 0.0055 0.00
H -6.3997 -1.1791 -0.1521 -0.0454 0.0081 -0.0305 0.00
H -4.7727 3.4035 -1.7230 0.0277 0.0053 -0.0065 0.00
H -5.7105 -0.3315 -4.7183 -0.0115 0.0051 -0.0068 0.00
H -1.3708 -4.6725 3.8799 -0.0173 0.0087 -0.0072 0.00
H -4.7847 0.6513 -5.8511 0.0001 0.0053 -0.0066 0.00
H -2.7399 -1.7850 -0.7699 -0.0169 -0.0150 0.0016 0.02
H 3.3138 -1.3416 -0.1943 0.0008 -0.0098 0.0227 0.00
```
Positions in Å, forces in eV/Å.

Values from the calculation:
E_LUMO (spin up / spin down) (Ha): 0.0800 / 0.0785
Charge: -1
HOMO-LUMO gap (spin up / spin down) (eV): 6.51 / 7.38
Multiplicity: 4

Entry 3:
Below is a structure of composition C19H41ClILaO5PSi2, with properties calculated with wB97M-V/def2-TZVPD.

The geometry in XYZ format:
```
71
Properties=species:S:1:pos:R:3:forces:R:3:lowdin_charge:R:1
La 2.1023 -0.9469 -6.0743 0.6106 0.6072 -0.2781 2.16
I 1.5872 -2.4902 4.0001 0.3794 0.6408 -0.6607 0.67
Cl 1.2871 1.1893 3.9886 0.0498 -0.4446 -1.3295 0.58
P 4.7539 2.1368 0.9507 -1.3568 1.9427 1.2483 0.97
Si 4.1071 0.0326 0.4722 1.8955 -2.7676 0.6756 0.38
Si 1.8513 -1.0503 1.9512 -0.6343 -1.6897 1.7634 0.13
O 3.1010 -1.2205 -1.8828 -2.1532 0.5878 -3.6944 -0.07
O 3.5453 -0.7953 1.8429 -1.2565 1.5707 -2.1323 -0.35
O 3.9286 2.6394 2.3452 0.9523 -1.2272 -2.1818 -0.29
O -2.9328 3.4576 0.1493 -0.7934 0.1775 -0.9600 -0.26
O 2.6871 -0.1842 -3.9916 -0.4195 -1.4669 1.4540 -0.26
C 3.0058 0.0493 -1.0853 -0.9087 1.9338 -1.0874 -0.20
C -4.2351 1.3869 -0.1175 0.4677 0.5683 0.9213 -0.16
C -2.7687 4.0882 -1.1402 0.4204 0.3990 0.1658 -0.11
C -3.2537 -3.1017 -0.2637 0.4846 0.9459 -1.4549 -0.17
C 2.4008 -1.0519 -3.0637 0.0646 -1.0729 1.3329 -0.38
C 4.2437 3.3370 -0.3998 -0.0680 1.0730 0.3577 -0.28
C -3.9525 -1.6423 -0.3850 -0.1924 -0.7392 0.1306 -0.21
C -0.1091 2.8474 1.8329 1.2949 0.4568 -1.1509 -0.12
C 0.6843 1.5811 1.1928 -1.5178 1.1180 1.4875 -0.30
C -4.2311 -1.0235 1.0682 -0.0132 0.5282 -0.4089 -0.19
C -3.8831 0.5330 1.1922 -0.0493 -0.6308 -0.3386 -0.21
C -0.7202 -3.9769 -0.1533 0.4773 1.3178 1.0731 -0.19
C -4.2714 2.9403 0.3275 0.1117 -1.0485 0.2793 -0.19
C 1.1217 -2.1662 0.5372 1.2471 -0.6504 -0.5712 -0.30
C -1.7254 -2.8808 -0.7455 -0.0346 -0.8051 0.8658 -0.23
C 5.7481 -0.8489 -0.0549 -1.1922 -0.2882 0.2495 -0.17
C 1.1389 -2.0395 -3.3208 2.2485 0.2977 0.8625 0.02
C 0.1102 -3.2849 1.0549 -0.6002 -0.2290 -0.5708 -0.31
C 0.7933 0.4845 2.3431 -0.7283 0.3028 -0.6391 -0.73
H -3.2719 -0.9843 -1.0280 -0.8595 -0.7587 1.0024 0.08
H -0.3875 3.5366 0.9642 -0.0213 -0.9856 1.3215 0.07
H -3.3948 3.6021 -1.9603 0.8307 0.5063 1.0456 0.10
H -4.4256 0.9098 2.1252 0.7817 -0.2884 -1.3582 0.12
H 0.9312 -2.0385 -4.4590 -0.6386 -0.4592 1.8253 -0.02
H -1.6530 4.0394 -1.3908 -1.5458 0.0576 0.2139 0.09
H 2.0426 -2.7211 0.1251 -1.1365 0.7183 0.4252 0.09
H -3.6121 -1.5598 1.8682 -1.0273 0.5310 -1.0980 0.11
H 0.7276 -1.5491 -0.3380 0.1194 -0.7260 1.1402 0.05
H 4.3306 4.3896 0.0463 -0.0536 -1.4303 -0.5050 0.08
H 1.9000 0.2394 -0.9321 1.2208 -0.1038 0.0379 0.09
H 5.4007 -1.8222 -0.5496 0.7564 1.3019 0.4390 0.06
H 0.6579 3.4314 2.4420 -1.3114 -0.8385 -0.4710 0.07
H 1.6699 2.0035 0.8279 -0.9231 -0.7968 0.2423 0.06
H -1.2754 -4.8384 0.3329 0.6347 0.8956 -0.9698 0.12
H -3.3355 1.2950 -0.8128 -1.3880 0.0710 0.5800 0.10
H -5.1821 1.0599 -0.6435 1.0327 0.3151 0.7269 0.12
H 6.2511 -1.1500 0.9134 -0.2546 0.5036 -1.1887 0.07
H 1.4784 -3.0765 -2.9812 -0.7139 1.2673 -0.5550 0.14
H -4.9315 -1.7137 -0.9710 1.2937 0.0574 0.9022 0.12
H -5.3482 -1.1583 1.2727 1.6338 0.0691 -0.0186 0.13
H 6.3898 -0.2093 -0.7307 -0.5480 -0.9390 0.7978 0.05
H -3.7158 -3.8453 -0.9869 0.3861 0.8296 1.0803 0.12
H 3.3977 0.8740 -1.7788 -0.4124 -0.9568 1.0972 0.11
H -1.6372 -2.9003 -1.8834 -0.4719 0.2960 1.2818 0.09
H -1.4399 -1.8500 -0.3324 -0.1371 -1.3074 -0.7788 0.09
H 0.2410 -1.7170 -2.7039 0.8258 -0.3028 -0.9531 0.12
H 3.7694 1.8361 2.8923 -0.0681 0.5813 0.1879 0.03
H -3.3118 -3.5098 0.7905 0.1783 0.5087 -1.2482 0.11
H -1.0093 2.5357 2.4402 1.0820 0.4275 -0.7904 0.09
H 4.9669 3.3069 -1.2723 -0.8838 -0.2112 1.0479 0.07
H -3.0617 5.1780 -1.0293 0.2725 -1.1580 -0.3868 0.11
H -0.2751 0.0997 2.5182 1.5090 0.4348 -0.2335 0.09
H -5.0321 3.5510 -0.2477 0.8429 -0.6551 0.7298 0.13
H -0.6104 -2.7734 1.7844 0.8306 -1.0583 -0.9356 0.09
H 3.1575 3.2235 -0.7134 1.2670 -0.0363 0.3129 0.05
H 0.0492 -4.3544 -0.9094 -1.1327 0.2927 0.8825 0.10
H 0.6596 -4.1413 1.5692 -0.5589 1.5320 -0.4011 0.09
H -0.0008 1.2070 0.3578 1.2072 0.1291 0.8950 0.11
H -2.7525 0.6438 1.3607 -1.4962 -0.0568 -0.0791 0.10
H -4.4713 2.9510 1.4526 0.0910 0.3353 -1.6534 0.13
```
Positions in Å, forces in eV/Å.

Values from the calculation:
E_LUMO (Ha): -0.4907
Charge: +3
HOMO-LUMO gap (eV): 1.64
Multiplicity: 1

Entry 4:
Below is the ion C4H7N2S with charge +1, with properties calculated with wB97M-V/def2-TZVPD.

The geometry in XYZ format:
```
14
Properties=species:S:1:pos:R:3:forces:R:3:lowdin_charge:R:1
S -0.0486 -2.3479 -1.7897 0.2727 0.7125 0.0572 0.88
N 0.0738 -0.1490 1.3997 -0.2996 -0.3153 -0.2407 0.11
N 0.7173 1.2426 -0.2848 -0.3771 -0.8546 -0.3764 0.09
C 0.7428 0.8565 0.9490 0.0086 0.1194 -0.5706 -0.10
C -0.0714 0.4727 -1.2651 -1.3601 0.6854 -0.1226 -0.12
C -0.6755 -1.0239 0.5111 -2.2049 -1.1954 0.1656 -0.19
C -0.1359 -1.0305 -0.8830 -0.6283 1.3684 -0.0831 -0.76
H -1.8073 -0.7607 0.3879 1.9244 -0.0200 0.6132 0.18
H 0.2826 -0.4076 2.3389 -0.2012 -0.4764 0.5757 0.17
H 0.3170 0.6900 -2.2427 0.1387 -0.1642 -0.4142 0.12
H -1.1227 0.9404 -1.1658 1.2768 -1.1027 -0.6014 0.17
H 1.3889 1.3635 1.5828 0.8602 1.0214 1.3876 0.16
H 1.0186 2.1752 -0.4692 0.4477 0.3731 -0.5112 0.17
H -0.6796 -2.0214 0.9308 0.1420 -0.1516 0.1210 0.12
```
Positions in Å, forces in eV/Å.

Values from the calculation:
E_LUMO (Ha): -0.1696
SMILES string: S=C1CNC=[NH+]C1
Charge: +1
HOMO-LUMO gap (eV): 8.39
Multiplicity: 1